No. 1
9
Properties=species:S:1:pos:R:3:forces:R:3 method="wB97M-V/def2-TZVPD" fmax_ev_per_a=1.77 energy_ev=-25772.459 spin_multiplicity=1 smiles="O=S1#[PH]O1.N" homo_ev=-9.2 e_lumo_ev=0.0
O -0.519 0.597 1.608 -0.4 -0.2 1.0
S 0.068 0.929 0.336 1.1 1.0 -0.9
P 2.210 0.732 0.371 -0.4 0.1 -0.1
O 1.274 2.119 0.554 -0.2 0.1 0.5
H 2.307 0.848 -1.037 0.3 -0.3 -0.3
N -1.187 -1.074 -0.496 -0.4 -0.5 -0.2
H -1.716 -1.309 -1.328 0.0 0.0 0.0
H -1.836 -0.972 0.276 0.0 0.0 0.0
H -0.602 -1.869 -0.285 0.1 -0.2 0.1


No. 2
62
Properties=species:S:1:pos:R:3:forces:R:3 method="wB97M-V/def2-TZVPD" fmax_ev_per_a=5.91 energy_ev=-69944.041 spin_multiplicity=1 homo_ev=-10.8 total_charge=+1 e_lumo_ev=-5.0
C 1.801 0.673 5.927 1.3 0.4 0.7
C 2.953 1.277 4.956 0.5 0.0 0.8
C 4.466 0.831 5.345 -0.8 0.5 -0.5
N 2.674 2.106 3.945 -0.6 -4.5 -2.2
C 2.467 1.427 2.688 2.2 0.6 1.5
C 3.722 0.644 2.112 -3.4 -1.1 -3.6
C 3.578 -0.078 0.738 -2.3 1.5 3.1
C 4.842 -0.836 0.133 2.6 3.1 -3.2
O 5.590 -0.163 -0.626 -3.5 -3.1 3.7
O 5.183 -2.191 0.446 -1.9 1.1 -2.0
C 4.745 -3.115 -0.557 0.1 -1.2 0.1
F 4.456 -2.533 -1.814 0.1 -1.2 3.4
F 3.599 -3.803 -0.010 2.1 1.8 -1.7
C 5.870 -4.252 -0.792 1.9 -0.1 -1.3
F 6.565 -3.924 -2.019 -1.5 -0.5 2.8
F 6.857 -4.284 0.235 -2.5 0.3 -2.1
C 2.190 0.030 0.020 -0.5 2.0 2.4
S 1.853 -0.770 -1.626 0.1 1.1 1.1
C 1.064 0.836 0.704 2.1 -1.4 -2.3
O -0.175 0.940 -0.018 2.9 0.9 1.7
N 1.185 1.516 2.012 2.0 -1.8 -3.1
P -0.259 2.370 2.563 -4.1 2.6 2.4
N -0.204 2.968 4.029 0.1 -1.1 -1.8
O -0.527 3.622 1.414 0.9 -2.9 1.7
O -1.608 1.283 2.530 3.6 0.6 -0.8
H 2.322 0.447 6.938 -0.8 0.2 -1.7
H 1.373 -0.316 5.547 0.6 1.4 0.2
H 0.979 1.431 6.159 1.1 -1.0 -0.9
H 4.706 1.094 6.437 -0.4 -0.5 -1.6
H 5.242 1.310 4.638 -1.4 -0.7 1.2
H 4.478 -0.320 5.198 -0.1 1.8 0.4
H 4.723 0.580 2.648 -1.8 0.4 -0.6
H 5.414 -5.289 -0.960 0.6 1.6 0.6
H 1.365 0.275 -2.412 0.5 -0.6 1.0
H -0.037 1.533 -0.807 -0.1 -0.7 1.0
H -0.964 2.528 4.580 0.7 0.4 -0.4
H -0.828 4.424 1.904 0.3 -0.8 0.0
H -1.246 0.395 2.799 -0.7 0.9 -0.4
C -2.307 0.222 -6.123 0.0 0.0 0.1
C -2.416 1.472 -5.521 0.0 -0.1 0.0
C -2.165 1.614 -4.160 0.1 0.0 0.0
C -1.796 0.507 -3.402 0.1 0.0 -0.2
C -1.684 -0.743 -4.004 0.1 0.0 0.0
C -1.944 -0.887 -5.364 0.0 0.1 0.0
H -2.506 0.111 -7.184 0.0 0.0 0.1
H -2.697 2.337 -6.114 0.0 -0.1 0.1
H -2.257 2.588 -3.690 0.0 -0.1 -0.1
H -1.596 0.618 -2.340 -0.1 -0.1 0.0
H -1.395 -1.607 -3.413 -0.1 0.1 0.0
H -1.862 -1.862 -5.832 0.0 0.1 0.0
C -7.619 -0.520 -1.972 0.1 0.0 0.0
C -6.569 -0.010 -2.729 0.0 0.0 0.1
C -5.266 -0.071 -2.244 -0.1 0.0 0.0
C -5.013 -0.653 -1.005 -0.1 0.0 -0.1
C -6.063 -1.166 -0.249 0.0 0.0 0.0
C -7.366 -1.096 -0.731 0.1 0.0 -0.1
H -8.635 -0.469 -2.350 0.1 0.0 0.0
H -6.766 0.437 -3.698 0.0 0.0 0.1
H -4.448 0.332 -2.831 -0.1 -0.1 0.0
H -3.996 -0.705 -0.628 -0.1 0.0 0.0
H -5.865 -1.621 0.716 0.0 0.0 -0.1
H -8.185 -1.492 -0.140 0.1 0.0 -0.1


No. 3
53
Properties=species:S:1:pos:R:3:forces:R:3 method="wB97M-V/def2-TZVPD" fmax_ev_per_a=1.21 energy_ev=-60467.726 spin_multiplicity=1 homo_ev="-10.9 / -10.9" total_charge=+1 e_lumo_ev="-4.8 / -4.8"
Rh 0.017 -0.006 0.001 -1.0 0.0 0.0
C -1.086 -2.493 -0.750 -0.2 -0.3 0.0
N -1.538 -1.416 0.170 0.9 0.7 -0.4
C -2.728 -0.677 -0.318 -0.5 -0.3 -0.2
C -2.725 0.673 0.320 -0.5 0.3 0.2
N -1.534 1.409 -0.169 0.9 -0.7 0.4
C -1.081 2.488 0.749 -0.2 0.3 0.0
C -1.773 1.939 -1.523 -0.1 0.2 0.0
C -2.684 2.975 -1.700 -0.2 0.0 0.1
C -2.893 3.500 -2.960 0.0 0.0 0.0
C -2.200 2.978 -4.048 0.1 -0.1 0.0
C -1.316 1.931 -3.868 -0.1 0.1 -0.1
C -1.092 1.408 -2.593 0.2 -0.1 -0.1
S 0.044 0.099 -2.363 0.1 0.0 0.3
C -1.777 -1.947 1.524 -0.1 -0.2 0.0
C -2.683 -2.987 1.700 -0.2 0.0 -0.1
C -2.892 -3.512 2.961 0.0 0.0 0.0
C -2.205 -2.984 4.049 0.1 0.1 0.0
C -1.326 -1.932 3.870 -0.1 -0.1 0.1
C -1.101 -1.410 2.595 0.2 0.1 0.1
S 0.029 -0.095 2.367 0.1 0.0 -0.3
H -1.671 -3.400 -0.601 0.0 0.0 0.0
H -0.042 -2.722 -0.535 0.0 0.0 0.1
H -1.171 -2.159 -1.777 0.0 0.0 0.0
H -3.649 -1.200 -0.055 0.1 -0.2 0.0
H -2.672 -0.601 -1.404 0.1 0.0 0.0
H -2.668 0.596 1.406 0.1 0.0 0.0
H -3.645 1.198 0.058 0.1 0.2 0.0
H -1.666 3.395 0.597 0.0 0.0 0.0
H -0.037 2.715 0.535 0.0 0.0 -0.1
H -1.169 2.156 1.777 0.0 0.0 0.0
H -3.240 3.375 -0.860 0.0 0.0 0.0
H -3.590 4.316 -3.091 0.0 0.0 0.0
H -2.351 3.392 -5.036 0.0 0.0 0.0
H -0.778 1.505 -4.706 0.0 0.0 0.0
H -3.236 -3.390 0.860 0.0 0.0 0.0
H -3.586 -4.331 3.090 0.0 0.0 0.0
H -2.356 -3.398 5.037 0.0 0.0 0.0
H -0.793 -1.502 4.709 0.0 0.0 0.0
F 7.077 -0.030 -1.171 0.0 0.0 -0.1
C 6.550 0.005 0.053 -0.1 0.0 0.0
F 7.000 -1.056 0.731 0.0 -0.1 0.0
F 7.001 1.103 0.669 0.0 0.1 0.0
C 5.037 0.004 0.016 0.0 0.0 0.0
C 4.335 0.057 1.209 0.1 0.0 0.0
C 2.958 0.055 1.165 0.1 0.0 -0.1
N 2.271 0.005 0.009 -0.1 0.0 0.0
C 2.963 -0.046 -1.139 0.1 0.0 0.1
C 4.344 -0.049 -1.178 0.1 0.0 0.0
H 4.850 0.094 2.159 0.0 0.0 0.0
H 2.381 0.085 2.075 0.0 0.0 0.0
H 2.391 -0.074 -2.053 0.0 0.1 0.0
H 4.863 -0.086 -2.124 0.0 0.0 0.0


No. 4
57
Properties=species:S:1:pos:R:3:forces:R:3 method="wB97M-V/def2-TZVPD" fmax_ev_per_a=7.45 energy_ev=-32918.138 spin_multiplicity=1 homo_ev=-8.6 e_lumo_ev=0.5
C -0.213 -4.302 0.236 0.0 1.0 -0.2
C -1.032 -3.707 1.430 -1.0 -0.8 -1.0
C -1.464 -2.216 1.218 0.5 -1.1 1.8
O -0.308 -1.334 1.170 -0.8 -2.7 4.7
C 0.619 -1.596 2.210 1.0 0.5 0.0
N -2.197 -4.582 1.499 -0.7 -0.4 -0.2
H 0.284 -5.266 0.342 0.1 0.2 0.9
H 0.497 -3.557 -0.125 0.3 -0.2 0.2
H -0.822 -4.478 -0.650 -0.5 0.3 0.3
H -0.520 -3.814 2.386 0.1 0.1 -0.2
H -2.129 -1.891 2.018 0.2 -0.1 0.5
H -2.083 -2.090 0.329 0.4 -0.1 0.8
H 1.516 -1.051 1.915 -0.3 0.2 0.7
H 1.035 -2.602 2.242 -0.8 -0.3 0.1
H 0.209 -1.224 3.149 0.3 -0.3 0.2
H -2.699 -4.560 0.623 0.1 -0.2 -0.3
H -2.920 -4.437 2.189 0.4 0.5 0.5
C 1.006 -0.909 -0.809 -0.2 0.7 0.1
C 1.624 0.179 0.092 -1.4 -0.3 -1.1
O 1.537 1.468 -0.541 1.4 -2.2 -2.2
O -0.456 -0.797 -0.878 3.5 6.5 -0.4
H 1.253 -1.923 -0.493 0.3 0.1 0.1
H 1.435 -0.763 -1.800 -0.4 -0.1 -0.2
H 2.631 0.112 0.504 0.2 -0.8 -1.0
H 1.009 0.208 0.991 0.1 0.0 -0.6
H 0.616 1.668 -0.722 0.3 -0.4 -0.9
H -0.766 -1.013 0.004 0.6 1.2 -1.1
C 0.549 4.130 -0.913 0.7 1.2 2.5
C -0.084 5.478 -1.168 -0.2 -0.3 -0.6
O -0.094 5.749 -2.561 -0.1 0.0 -0.2
O -0.246 3.048 -1.191 -2.1 -1.2 -2.2
H 0.735 4.044 0.157 -0.2 0.6 -0.5
H 1.522 4.085 -1.403 -0.1 -0.3 -0.4
H 0.459 6.280 -0.668 -0.1 -0.1 0.1
H -1.139 5.447 -0.899 0.0 0.1 0.9
H -0.768 5.120 -2.828 0.0 0.1 -0.9
H -0.549 2.544 -0.432 -0.5 1.0 0.4
C 1.861 2.076 1.727 -0.1 2.5 0.4
C 2.111 3.603 1.678 1.0 -0.2 -1.1
O 3.270 4.071 2.406 -0.7 -0.5 -0.1
O 1.269 1.795 2.922 -0.9 -1.0 2.5
H 2.726 1.434 1.563 0.7 0.8 0.2
H 1.198 1.745 0.927 0.1 2.0 2.2
H 1.232 4.172 1.980 -0.1 -0.3 0.9
H 2.177 3.935 0.642 1.1 -0.4 0.3
H 3.971 4.085 1.750 0.2 0.0 0.2
H 1.812 2.158 3.626 0.0 0.0 0.3
C -2.196 -1.280 -2.816 0.3 -0.7 0.0
C -1.444 -2.260 -1.908 0.4 -1.8 -3.7
O -1.493 -3.601 -2.484 -1.7 -0.7 0.6
O -3.597 -1.594 -2.759 0.4 0.5 -0.2
H -1.860 -1.416 -3.844 0.2 0.1 -0.2
H -1.986 -0.250 -2.528 -0.4 -0.1 0.1
H -1.949 -2.149 -0.948 0.0 -1.5 -1.6
H -0.387 -2.023 -1.787 -1.3 -1.9 -1.5
H -1.065 -3.682 -3.339 0.2 0.6 0.1
H -3.696 -2.271 -3.432 -0.4 -0.2 0.2


No. 5
19
Properties=species:S:1:pos:R:3:forces:R:3 method="wB97M-V/def2-TZVPD" fmax_ev_per_a=1.99 energy_ev=-14170.572 spin_multiplicity=1 homo_ev="-11.0 / -11.0" total_charge=+1 e_lumo_ev="-4.1 / -4.1"
C 0.911 -1.023 1.379 -0.2 -0.5 0.5
C 2.653 0.459 0.586 0.5 0.4 0.1
C 0.405 0.472 -0.459 -1.9 0.0 -0.5
N -3.806 0.959 -1.166 0.4 -0.6 0.2
N 1.453 -0.323 0.202 0.1 -0.3 -0.1
Si -2.977 -0.435 -0.715 0.9 1.6 -0.1
H 0.535 -0.289 2.088 0.0 0.1 -0.1
H 0.089 -1.664 1.070 0.1 0.1 -0.1
H 1.683 -1.624 1.858 0.0 0.1 0.0
H 2.355 1.227 1.300 -0.1 -0.1 -0.1
H 3.407 -0.182 1.043 -0.1 -0.1 0.0
H 3.075 0.942 -0.292 -0.1 -0.1 0.0
H 0.179 1.348 0.140 0.2 0.0 0.1
H 0.718 0.752 -1.458 0.2 0.0 0.0
H -3.985 1.233 -2.120 0.0 -0.1 -0.1
H -4.001 1.716 -0.528 0.0 -0.1 0.1
H 1.748 -1.034 -0.473 -0.1 0.1 0.2
H -2.830 -1.434 -1.748 0.0 -0.3 -0.1
H -2.948 -0.637 0.717 -0.1 -0.2 0.2


No. 6
5
Properties=species:S:1:pos:R:3:forces:R:3 method="wB97M-V/def2-TZVPD" fmax_ev_per_a=1.06 energy_ev=-33563.521 spin_multiplicity=1 homo_ev=-5.2 total_charge=-1 e_lumo_ev=1.8
Li 1.810 1.154 -0.055 -1.0 0.1 -0.3
Li -0.655 -0.513 0.164 -0.5 -0.3 0.3
Cl -1.668 -2.432 1.270 0.4 0.7 -0.4
Cl -0.049 1.897 1.124 0.7 -0.6 -0.4
I 0.562 -0.106 -2.503 0.4 0.2 0.8